Record 1
This record from OMol25 describes an isolated molecule of C2H3O2P. The level of theory is the ωB97M-V functional and the def2-TZVPD basis.

Properties
* total charge: 0
* energy above the lowest of the compared OMol25 structures with the same formula, charge and spin: 68.3 kcal per mole

Structure (XYZ):
```
8
Properties=species:S:1:pos:R:3:forces:R:3
H -0.08167 0.20706 2.41407 -0.554 0.164 -0.190
P -0.61972 0.82079 1.25017 -0.052 1.751 0.761
O -0.73656 2.32263 1.18809 0.232 -1.626 0.051
C -0.04382 -0.17559 0.08834 0.687 -0.423 -0.634
C 0.36506 -0.57723 -1.23102 -0.443 0.124 -0.590
O 0.05287 -1.50911 -0.16317 0.191 0.050 0.274
H 1.42335 -0.52624 -1.49765 -0.310 0.040 0.106
H -0.35952 -0.56232 -2.04882 0.248 -0.080 0.222
```
Forces are in eV/Å.

What are the Mulliken partial charges on each atom? They are as follows, in elementary charge units: 0.087, 0.121, -0.590, 0.271, 0.058, -0.369, 0.200, 0.222

***

Record 2
This record from OMol25 describes a cluster of 2 separate species, CH5NOS in total. The level of theory is the ωB97M-V functional and the def2-TZVPD basis.

Properties
* SMILES: NC=O.S
* total charge: 0
* energy above the lowest of the compared OMol25 structures with the same formula, charge and spin: 25.5 kcal per mole

Structure (XYZ):
```
9
Properties=species:S:1:pos:R:3:forces:R:3
S -3.41083 1.80499 0.12454 -1.137 -1.300 -0.463
H -4.53385 1.07242 -0.28178 0.928 0.992 0.375
H -2.78356 0.61835 0.23300 0.215 0.313 0.087
C 2.11566 -0.09520 -0.04465 -2.369 3.229 -0.693
N 1.37433 -1.28576 0.11095 1.797 3.971 -0.979
O 1.64200 1.04161 -0.33945 0.332 -3.744 0.461
H 3.17700 -0.01931 0.03418 1.104 -1.199 0.700
H 0.57476 -1.17311 -0.51683 -0.080 -1.368 1.075
H 1.84449 -1.96398 0.68003 -0.790 -0.894 -0.563
```
Forces are in eV/Å.

What are the Mulliken partial charges on each atom? They are as follows, in elementary charge units: -0.280, 0.152, 0.127, 0.093, -0.406, -0.539, 0.350, 0.260, 0.241

***

Record 3
This record from OMol25 describes a cluster of 4 separate species, C8H12Cl3O10 in total. The level of theory is the ωB97M-V functional and the def2-TZVPD basis.

Properties
* total charge: -1

Structure (XYZ):
```
33
Properties=species:S:1:pos:R:3:forces:R:3
Cl 1.81153 0.01183 -0.08071 -1.024 1.319 3.012
O 2.53916 1.16206 -0.40853 1.894 2.034 -0.957
O 0.78328 0.40061 0.84758 -0.958 -0.022 0.765
O 1.17160 -0.45924 -1.23326 -0.899 -1.996 -2.664
O 2.64230 -0.92916 0.58015 0.798 -1.474 -0.251
C -0.38396 -3.13543 0.61103 -0.023 0.877 0.231
C -1.27754 -2.48173 -0.42745 1.363 0.999 -0.719
O -2.36980 -3.33914 -0.50865 -1.194 -1.234 -0.368
C -2.13697 -4.45124 0.20776 -4.921 -3.571 0.729
O -2.95199 -5.42052 0.33326 3.022 3.687 -1.048
O -1.05297 -4.37031 0.91210 1.597 0.170 0.381
H -0.44589 -2.46621 1.46918 0.757 -0.509 0.344
H 0.61822 -3.33408 0.23119 -0.060 0.125 0.447
H -0.75776 -2.39376 -1.38149 -0.202 -0.159 -0.165
H -1.57086 -1.46735 -0.15710 -0.192 -0.168 0.162
C 1.15638 1.62451 -3.87093 -0.246 -1.343 2.801
C 0.35579 2.42488 -2.84835 -1.584 -2.851 1.850
O 0.21514 3.69072 -3.35164 -0.449 1.536 -0.004
C 0.89080 3.77798 -4.47481 0.581 3.381 -0.956
O 0.99864 4.83161 -5.09497 -0.070 -2.494 0.618
O 1.48915 2.62638 -4.72474 1.719 0.688 -3.460
H 0.66895 0.74701 -4.29578 -0.520 0.504 -0.583
H 1.99138 1.16957 -3.33809 0.563 0.408 -0.313
H 0.80963 2.40590 -1.85750 0.091 0.239 -0.100
H -0.65138 2.01626 -2.76630 -0.028 -0.150 0.327
Cl -1.81703 1.33122 2.84270 -0.035 -0.161 -0.154
C -0.45566 0.63281 3.72456 0.643 -0.780 0.640
C -0.54077 0.95001 5.19050 -0.843 0.757 0.759
Cl -0.41514 2.72946 5.38587 0.363 0.194 0.398
H 0.49182 0.97615 3.30924 -0.270 0.108 -0.204
H -0.45938 -0.45499 3.65554 -0.228 -0.009 -0.429
H 0.15793 0.45752 5.86679 0.555 0.118 -0.579
H -1.50460 0.73676 5.65274 -0.200 -0.224 -0.510
```
Forces are in eV/Å.

What are the Mulliken partial charges on each atom? They are as follows, in elementary charge units: 1.744, -0.702, -0.628, -0.624, -0.725, 0.124, -0.068, -0.356, 0.584, -0.640, -0.340, -0.043, 0.279, 0.179, 0.247, -0.059, -0.135, -0.344, 0.640, -0.606, -0.357, 0.254, 0.186, 0.199, 0.195, -0.179, -0.207, -0.495, -0.216, 0.274, 0.162, 0.352, 0.304

***

Record 4
This record from OMol25 describes a structure of composition C3H7O4Tl. The level of theory is the ωB97M-V functional and the def2-TZVPD basis.

Properties
* total charge: +2
* energy above the lowest of the compared OMol25 structures with the same formula, charge and spin: 51.8 kcal per mole

Structure (XYZ):
```
15
Properties=species:S:1:pos:R:3:forces:R:3
Tl -3.16439 0.78645 -2.31584 0.280 0.020 0.898
O -3.31781 1.26357 0.42164 0.399 -0.276 -1.302
H -3.54688 2.22063 0.48059 -0.019 0.008 0.449
C 2.38219 -1.42184 -0.80894 -0.461 0.567 1.352
O 1.31996 -0.68926 -1.42470 -1.975 1.508 -0.889
C 0.39681 0.01254 -0.71940 3.261 -2.648 -0.483
O -0.45370 0.69656 -1.22942 -1.146 0.642 -0.540
O 0.58989 -0.19308 0.57034 -0.795 -0.108 1.656
C -0.29037 0.33754 1.53705 -0.289 1.545 -0.125
H 1.92254 -2.04470 -0.03257 0.341 -0.327 -0.139
H 2.96751 -0.66450 -0.26791 0.360 -0.243 0.001
H 2.96779 -1.96001 -1.54509 -0.309 0.163 -0.209
H -0.27733 1.43358 1.48212 0.275 0.110 0.007
H -0.14043 0.03589 2.56833 0.687 -0.611 -0.335
H -1.35578 0.18664 1.28381 -0.612 -0.349 -0.341
```
Forces are in eV/Å.

What are the Mulliken partial charges on each atom? They are as follows, in elementary charge units: 1.147, -0.269, 0.401, -0.501, -0.255, 0.794, -0.425, -0.239, -0.390, 0.311, 0.324, 0.264, 0.333, 0.331, 0.177

***

no.,HOMO-LUMO gap (eV),E_HOMO (Eh)
1,8.7,-0.3256
2,10.4,-0.3544
3,9.5,-0.2542
4,3.3,-0.6871